# C7H5IO2

A cluster of 2 separate species, C7H5IO2 in total (ωB97M-V/def2-TZVPD, the Open Molecules 2025 dataset).

HOMO-LUMO gap (spin up / spin down): 6.089 / 4.244 eV
HOMO level (spin up / spin down): -7.76 / -6.74 eV
ΔE to the lowest compared entry with this formula, charge and spin: 261.3 kJ/mol

XYZ file:
```
15
C7H5IO2 | the Open Molecules 2025 dataset | ωB97M-V/def2-TZVPD
C -1.42913 -1.74916 0.01948
C -1.31014 -0.36405 0.07711
C -0.17388 -2.23339 -0.21430
C 0.11104 -0.09307 0.01788
C 0.78706 1.04926 0.21436
C 3.75101 2.25410 -0.03721
C 3.18603 1.03320 0.28784
O 4.94566 2.40224 -0.29188
O 0.73634 -1.33124 -0.11880
I 4.02409 -0.76336 0.02425
H -2.39558 -2.33890 0.04866
H -2.03463 0.35305 0.11097
H 0.04946 -3.19962 -0.43181
H 0.38130 1.91704 0.46989
H 2.99817 3.18095 0.01157
```

These are the natural (NBO) partial charges, in e, on atoms 1 to 4:
1. C -0.33
2. C -0.13
3. C 0.24
4. C 0.06